A structure of composition C8H23N2O3Pd2 at a distorted geometry. Source: the Open Molecules 2025 dataset; level of theory: wB97M-V/def2-TZVPD.

Its spin multiplicity is 5. The expectation value of S² is 6.008. Its net charge is +3. The lowest unoccupied orbital energy (spin up / spin down) comes out at -10.868 / -14.160 eV. For the orbital gap (spin up / spin down), the calculation gives 0.2708 / 0.1389 hartree.

CARTESIAN COORDINATES (ANGSTROEM)
Pd -2.2760 -0.3545 -2.0508
Pd 1.5076 -1.4984 -0.6489
O -5.1077 2.6502 0.0179
O 3.1850 -2.8725 -0.1911
O -0.2868 -0.4421 -1.2682
N 3.1924 -0.2775 -1.1392
N -3.1089 1.1752 -0.7822
C 4.5001 -1.0445 -1.0893
C 3.1083 -4.0300 0.7112
C 5.6618 -0.1274 -0.8040
C -3.8533 0.7353 0.4507
C -5.9206 3.7514 0.4258
C -4.4290 2.0123 1.0675
C -2.8975 0.0529 1.4206
C 4.4046 -2.1282 -0.0396
H -2.5297 -0.8907 1.0071
H -3.5919 2.6221 1.4333
H 5.7170 0.7278 -1.4861
H -5.3161 4.6389 0.6418
H 4.6173 -1.5511 -2.0490
H 4.5258 -1.8297 1.0108
H -5.1617 1.7576 1.8378
H -6.5285 3.4776 1.2906
H -3.7188 1.8436 -1.2825
H 0.0510 0.4607 -1.2217
H 2.0985 -4.4278 0.7350
H 3.4244 -3.7256 1.7066
H 3.7733 -4.7671 0.2642
H -2.3610 1.7779 -0.4240
H -3.4989 -0.3436 2.2440
H -2.1600 0.7526 1.8044
H 5.6558 0.3093 0.2014
H -6.5647 4.0421 -0.4000
H 3.2497 0.3178 -1.9748
H 6.6493 -0.5835 -0.8942
H 5.2826 -2.7751 -0.1668
H 3.3594 0.4842 -0.4627
H -4.6528 0.0798 0.1046

***

A structure of composition C2H6INO2S at a distorted geometry. Source: the Open Molecules 2025 dataset; level of theory: wB97M-V/def2-TZVPD.

Its spin multiplicity is 1. The lowest unoccupied orbital energy comes out at 0.230 eV. The relative energy (zero: lowest compared OMol25 entry of this formula, charge and spin) comes out at 1.3865 eV. For the orbital gap, the calculation gives 0.3378 hartree.

CARTESIAN COORDINATES (ANGSTROEM)
I -1.3247 -3.3539 -0.9468
S 0.2651 -1.0593 0.8129
O 1.6499 -0.6465 0.7623
O -0.6489 0.1351 0.1579
N 0.0879 -2.3481 -1.9459
C -0.1681 -0.6475 2.6213
C 1.2457 -2.2287 -1.3791
H 0.4315 -1.3203 3.2662
H 2.0828 -2.0351 -2.0185
H 1.5326 -2.5567 -0.4311
H 0.1233 0.4006 2.6874
H -1.2534 -0.7663 2.6924
H -0.4332 0.9877 0.3646

***

> Among the records above, which one has the highest spin multiplicity?

C8H23N2O3Pd2

***

> Which of these has the highest spin multiplicity?

C8H23N2O3Pd2